Density functional theory data (the ωB97M-V functional and the def2-TZVPD basis) for a molecular structure, CaH16N3O17 at a distorted geometry.

The geometry in ORCA input format:
```
! RIJCOSX wB97M-V def2-TZVPD def2/J DEFGRID3
* xyz 0 2
Ca -1.859 -1.659 -1.912
N -0.463 -2.029 2.542
O 0.231 -2.594 1.734
O 0.018 -1.056 3.069
O -1.536 -2.445 2.833
N 1.385 -1.570 -3.592
O 0.513 -1.653 -2.739
O 2.498 -1.815 -3.223
O 1.194 -1.199 -4.748
N 0.044 0.471 -0.032
O -0.596 -0.572 -0.202
O -0.562 1.452 0.315
O 1.263 0.601 -0.245
O -2.858 -2.333 0.126
H -3.777 -2.401 0.386
H -2.368 -2.571 0.913
O 1.872 2.207 2.283
H 1.090 1.999 1.773
H 1.711 3.087 2.623
O 3.691 0.508 0.785
H 4.070 0.558 -0.092
H 2.748 0.438 0.636
O 2.850 2.715 -1.918
H 2.261 2.014 -1.640
H 3.713 2.303 -1.958
O -3.006 0.209 2.309
H -3.324 -0.687 2.413
H -2.053 0.124 2.284
O -1.610 3.799 -0.637
H -1.387 3.010 -0.144
H -1.760 3.488 -1.530
O -3.204 0.277 -0.887
H -4.077 0.653 -0.996
H -2.911 0.594 -0.033
O 2.411 -2.152 -0.108
H 2.118 -1.681 -0.888
H 1.674 -2.091 0.500
*
```

Values from the calculation:
Max |F| (eV/Å): 6.2
Calculated total energy (eV): -57964.2201
⟨S²⟩: 0.76

=====

Density functional theory data (the ωB97M-V functional and the def2-TZVPD basis) for a single CH2NP3 molecule at a distorted geometry.

The geometry in ORCA input format:
```
! RIJCOSX wB97M-V def2-TZVPD def2/J DEFGRID3
* xyz 0 1
C -0.549 -0.096 -1.395
N -1.613 -0.231 -0.866
P 1.145 -0.041 -0.709
P -0.988 0.112 2.505
P 0.523 0.233 1.239
H -0.234 0.106 -2.483
H 1.716 -0.083 1.710
*
```

Values from the calculation:
Max |F| (eV/Å): 2.6
Calculated total energy (eV): -30419.9326
ΔE to the lowest compared entry with this formula, charge and spin (kcal per mole): 104.03

=====

Density functional theory data (the ωB97M-V functional and the def2-TZVPD basis) for a single C5H10O molecule at a distorted geometry.

The geometry in ORCA input format:
```
! RIJCOSX wB97M-V def2-TZVPD def2/J DEFGRID3
* xyz 0 1
C -0.504 -2.294 -0.808
C -0.445 -1.224 0.291
C -0.529 0.254 -0.215
O -1.126 1.046 0.752
C -0.124 1.857 0.261
C 1.342 1.919 0.558
H -1.427 -2.226 -1.394
H -0.467 -3.310 -0.392
H 0.340 -2.195 -1.494
H -1.335 -1.350 0.939
H 0.403 -1.426 0.954
H -0.728 0.341 -1.278
H -0.575 2.865 0.086
H 1.644 0.968 0.986
H 1.676 2.764 1.169
H 1.856 2.011 -0.414
*
```

Values from the calculation:
Max |F| (eV/Å): 1.4
SMILES string: CC[C@H]1O[C@H]1C
Calculated total energy (eV): -7391.2266
ΔE to the lowest compared entry with this formula, charge and spin (kcal per mole): 81.60

=====

Density functional theory data (the ωB97M-V functional and the def2-TZVPD basis) for a molecular structure, C8H9B2BeF14N4O4S2 at a distorted geometry.

The geometry in ORCA input format:
```
! RIJCOSX wB97M-V def2-TZVPD def2/J DEFGRID3
* xyz -1 1
Be 0.258 -0.162 -0.739
B 2.130 -2.066 -2.413
F 0.793 -2.410 -2.262
F 2.395 -1.935 -3.741
F 2.416 -0.914 -1.749
F 2.785 -3.257 -1.882
B -0.105 0.529 -3.754
F 0.539 -0.228 -4.659
F 0.906 0.927 -2.916
F -0.799 1.587 -4.271
F -0.945 -0.204 -3.026
C 1.327 3.821 1.237
F 2.426 4.582 1.371
F 0.480 4.164 2.188
F 0.750 4.151 0.083
S 1.913 1.976 1.109
O 2.273 1.840 -0.367
O 3.001 1.913 2.054
N 0.507 0.949 1.376
S 0.531 0.759 2.944
O 1.304 -0.411 3.379
O 0.797 1.914 3.767
C -1.448 0.401 3.299
F -2.097 1.493 3.062
F -1.857 -0.602 2.597
F -1.561 0.105 4.616
C -2.775 4.173 -1.487
C -1.889 2.992 -1.383
N -1.115 2.075 -1.292
H -3.149 4.415 -2.482
H -2.439 5.151 -1.142
H -3.587 3.880 -0.821
C -3.406 -3.727 -0.068
C -2.596 -2.522 -0.155
N -1.956 -1.613 -0.399
H -3.320 -4.334 -0.969
H -4.431 -3.375 0.046
H -3.202 -4.271 0.855
C 2.916 -3.914 1.472
C 1.815 -3.023 1.105
N 0.902 -2.348 0.753
H 2.622 -4.934 1.222
H 3.067 -3.811 2.546
H 3.824 -3.734 0.896
*
```

Values from the calculation:
Max |F| (eV/Å): 5.8
Calculated total energy (eV): -84071.1200
ΔE to the lowest compared entry with this formula, charge and spin (kcal per mole): 86.86